Record 1
{
  "formula": "C2H5N2S2",
  "method": "ωB97M-V with the def2-TZVPD basis set",
  "species": ["C", "C", "N", "N", "S", "S", "H", "H", "H", "H", "H"],
  "xyz": [[-0.081, 1.008, 0.300], [-1.668, -1.256, 0.042], [2.105, 1.140, -0.499], [1.196, 0.404, -0.143], [-1.447, 0.194, -0.700], [1.232, -1.244, -0.068], [-0.435, 0.886, 1.256], [-0.237, 2.011, 0.009], [-1.228, -1.866, 0.833], [-2.400, -1.983, -0.272], [2.962, 0.706, -0.757]],
  "atomic_forces_ev_per_a": [[-1.0614, -0.7441, -3.3633], [0.2547, -0.5716, -0.0696], [-0.9995, 3.2459, 0.1815], [-0.1549, -1.4891, 0.7940], [-0.2969, -0.7396, 1.0708], [0.6364, -1.1986, 0.0718], [0.3475, -0.6521, 2.6400], [0.5844, 1.3390, -0.3850], [0.7660, 1.5999, 0.6405], [-0.7858, 0.4941, -1.3800], [0.7094, -1.2839, -0.2007]],
  "homo_ev": -13.432,
  "homo_lumo_gap_ha": 0.2450,
  "e_above_lowest_kj_mol": 464.0,
  "charge": 1,
  "fmax_ev_per_a": 3.6,
  "spin_multiplicity": 1
}


Record 2
{
  "formula": "C4H13N3",
  "method": "ωB97M-V with the def2-TZVPD basis set",
  "species": ["C", "C", "C", "N", "H", "H", "H", "H", "H", "H", "H", "H", "H", "N", "C", "N", "H", "H", "H", "H"],
  "xyz": [[0.666, 0.776, 0.531], [0.453, -2.259, -0.284], [1.620, 1.716, -0.149], [1.391, -1.296, -0.660], [1.203, -1.002, -1.619], [1.143, -0.023, 1.074], [-0.020, 1.261, 1.227], [-0.577, -1.721, 0.034], [0.793, -2.835, 0.580], [0.115, -2.941, -1.079], [2.158, 2.310, 0.599], [2.352, 1.165, -0.740], [1.105, 2.428, -0.801], [-2.303, 0.087, 1.208], [-0.944, 0.473, -0.586], [-1.758, -0.396, 0.047], [-2.496, 1.084, 1.242], [-3.092, -0.470, 1.502], [-1.200, 1.533, -0.580], [-0.612, 0.111, -1.549]],
  "atomic_forces_ev_per_a": [[-2.1352, 0.7654, -0.2257], [-1.7321, 0.0603, 0.4888], [-0.0666, 0.0395, -0.0405], [0.6847, -0.2930, -0.5532], [-0.0398, -0.0404, 0.0042], [-0.1609, -0.3633, -0.3161], [0.3280, 0.3244, 0.1842], [1.6838, -0.9265, -0.3603], [-0.0179, 0.0360, -0.0161], [0.1257, 0.0590, 0.0081], [0.0279, -0.0785, -0.0609], [-0.0030, 0.0349, 0.0033], [0.0123, -0.0517, 0.0090], [0.1488, -0.0874, -0.4066], [2.3568, 0.5934, 0.8265], [-1.1520, -0.0581, 0.7255], [0.0820, -0.0339, -0.0718], [0.0751, 0.0033, -0.0338], [-0.1685, -0.0024, -0.0675], [-0.0490, 0.0189, -0.0970]],
  "homo_ev": [-7.495, -8.343],
  "homo_lumo_gap_ha": [0.2925, 0.3098],
  "e_above_lowest_kj_mol": 590.9,
  "charge": 0,
  "fmax_ev_per_a": 2.6,
  "spin_multiplicity": 1
}


Record 3
{
  "formula": "C4H14N2O",
  "method": "ωB97M-V with the def2-TZVPD basis set",
  "species": ["C", "N", "C", "C", "C", "N", "H", "H", "H", "H", "H", "H", "H", "H", "H", "H", "H", "H", "H", "H", "O"],
  "xyz": [[-0.646, 2.356, 0.953], [-0.034, 1.038, 1.044], [-0.805, -0.122, 0.625], [-0.024, -1.416, 0.385], [0.354, -1.484, -1.082], [-0.837, -1.820, -1.870], [-1.527, 2.295, 1.598], [-0.911, 2.596, -0.068], [0.033, 3.101, 1.350], [0.386, 0.817, 1.948], [-1.584, -0.259, 1.391], [-1.319, 0.125, -0.309], [0.868, -1.467, 1.009], [-0.708, -2.222, 0.638], [0.692, -0.503, -1.419], [1.192, -2.158, -1.279], [-1.217, -2.695, -1.536], [-0.583, -1.953, -2.838], [1.443, 1.382, -0.140], [2.965, 1.449, 0.013], [2.263, 0.940, -0.415]],
  "atomic_forces_ev_per_a": [[0.7433, -0.1924, 0.0332], [-1.8224, -0.9105, 1.3208], [0.0390, 0.1925, -1.3273], [0.1795, 0.4428, 0.1241], [-0.0819, -0.0124, -0.8666], [0.0897, 0.1569, 0.4454], [-0.2110, 0.1771, -0.0688], [-0.2209, -0.1145, -0.1731], [0.0760, 0.1344, 0.1049], [0.7932, 0.3976, -0.1985], [0.1099, 0.1320, 0.2674], [-0.1567, 0.0661, 0.1113], [-0.0626, -0.0979, 0.1802], [0.1884, -0.2512, 0.1102], [0.1048, -0.0267, 0.0443], [0.0255, -0.1436, 0.3823], [-0.0704, -0.1639, -0.1529], [-0.0988, 0.0441, -0.1431], [0.5970, 0.0201, -0.4982], [0.0730, -0.0784, -0.1297], [-0.2946, 0.2279, 0.4340]],
  "s_squared": 0.75,
  "homo_ev": [-12.879, -12.871],
  "homo_lumo_gap_ha": [0.3530, 0.1740],
  "e_above_lowest_kj_mol": 69.3,
  "charge": 1,
  "fmax_ev_per_a": 2.4,
  "spin_multiplicity": 2
}


Record 4
{
  "formula": "CH5P3",
  "method": "ωB97M-V with the def2-TZVPD basis set",
  "species": ["C", "P", "P", "P", "H", "H", "H", "H", "H"],
  "xyz": [[-0.884, -0.314, -1.038], [0.663, 1.578, 1.966], [2.175, 0.201, 1.246], [1.109, 1.438, -0.162], [-0.537, -1.198, -0.535], [-0.719, -0.258, -2.093], [-1.748, 0.173, -0.640], [-0.329, 0.596, 2.002], [3.233, 1.120, 1.378]],
  "atomic_forces_ev_per_a": [[1.8072, 1.1628, 0.9096], [-0.0728, 0.6248, 0.4258], [0.2453, -0.8260, 0.0684], [-1.6551, -0.8669, -1.3251], [0.0469, -0.1988, 0.1044], [0.0543, 0.0444, -0.4008], [-0.3007, 0.2322, 0.1547], [-0.3047, -0.3212, 0.0218], [0.1797, 0.1487, 0.0412]],
  "homo_ev": [-8.233, -8.580],
  "homo_lumo_gap_ha": [0.2899, 0.2867],
  "e_above_lowest_kj_mol": 205.4,
  "charge": 0,
  "fmax_ev_per_a": 2.3,
  "spin_multiplicity": 1
}